1.
{"formula": "C39H31F10N4OPS2Sc", "method": "ωB97M-V/def2-TZVPD", "orbital_gap_ev": [3.8, 2.0], "homo_ha": [-0.013, -0.013], "spin_multiplicity": 2, "s2": 0.755, "charge": -2, "symbols": ["Sc", "C", "C", "N", "N", "C", "S", "S", "C", "C", "C", "C", "C", "C", "C", "C", "C", "C", "C", "C", "C", "O", "H", "H", "H", "H", "H", "H", "H", "H", "H", "H", "H", "H", "H", "H", "C", "C", "C", "C", "N", "C", "C", "H", "H", "H", "H", "H", "H", "H", "F", "P", "F", "F", "F", "F", "F", "F", "C", "C", "C", "C", "C", "C", "C", "C", "N", "H", "H", "H", "H", "H", "H", "F", "C", "F", "F", "C", "C", "C", "C", "C", "C", "C", "C", "H", "H", "H", "H"], "xyz": [[0.570, -1.336, 0.304], [-1.251, 2.039, -2.483], [-0.199, 1.140, -1.881], [-0.502, -0.055, -1.494], [-1.826, -0.446, -1.711], [-1.943, -1.424, -2.500], [-0.759, -2.265, -3.435], [-3.508, -2.180, -2.867], [-4.238, -0.864, -3.905], [-3.631, -0.756, -5.271], [-4.109, -1.527, -6.326], [-3.526, -1.447, -7.581], [-2.452, -0.594, -7.796], [-1.968, 0.179, -6.750], [-2.556, 0.098, -5.497], [1.161, 1.667, -1.768], [1.478, 2.879, -2.410], [2.747, 3.408, -2.404], [3.761, 2.722, -1.732], [3.495, 1.539, -1.092], [2.195, 0.975, -1.082], [2.008, -0.121, -0.425], [-1.119, 2.119, -3.565], [-1.161, 3.039, -2.065], [-2.243, 1.654, -2.271], [-4.172, 0.073, -3.355], [-5.293, -1.134, -3.974], [-4.940, -2.204, -6.158], [-3.908, -2.054, -8.392], [-1.992, -0.533, -8.774], [-1.124, 0.839, -6.904], [-2.175, 0.693, -4.675], [0.703, 3.424, -2.930], [2.948, 4.351, -2.895], [4.762, 3.135, -1.695], [4.257, 1.014, -0.531], [4.722, -6.239, -1.381], [3.725, -5.115, -1.399], [2.363, -5.348, -1.511], [1.482, -4.277, -1.486], [1.877, -3.013, -1.359], [3.188, -2.785, -1.250], [4.135, -3.792, -1.277], [4.248, -7.192, -1.616], [5.182, -6.325, -0.395], [5.523, -6.065, -2.102], [1.976, -6.357, -1.593], [0.413, -4.438, -1.555], [3.468, -1.748, -1.109], [5.184, -3.542, -1.174], [-0.798, -2.875, -0.275], [-1.953, -3.683, 0.798], [-1.077, -5.017, 0.594], [-2.739, -2.297, 0.868], [-2.772, -4.061, -0.541], [-0.995, -3.235, 1.988], [-2.993, -4.412, 1.749], [1.754, -2.344, 1.356], [2.961, 1.559, 2.938], [2.348, 2.761, 3.124], [2.402, 3.493, 4.378], [1.825, 4.717, 4.542], [1.120, 5.364, 3.498], [1.019, 4.655, 2.267], [1.587, 3.433, 2.085], [0.553, 6.639, 3.665], [0.083, 7.695, 3.802], [3.512, 1.101, 3.753], [2.899, 0.999, 2.011], [2.938, 3.040, 5.208], [1.908, 5.218, 5.503], [0.468, 5.108, 1.448], [1.474, 2.925, 1.132], [-1.951, 2.185, 8.801], [-2.902, 1.710, 7.972], [-3.485, 0.668, 8.614], [-3.855, 2.673, 7.909], [-2.369, 1.330, 6.633], [-1.217, 1.933, 6.142], [-0.737, 1.591, 4.891], [-1.413, 0.643, 4.112], [-2.584, 0.057, 4.610], [-3.055, 0.395, 5.864], [-0.894, 0.274, 2.837], [-0.455, -0.033, 1.744], [-0.689, 2.670, 6.733], [0.157, 2.055, 4.490], [-3.099, -0.677, 4.004], [-3.952, -0.073, 6.250]], "atomic_forces_ev_per_a": [[0.76, 0.11, -0.12], [0.02, 0.05, 0.00], [-0.06, 0.07, 0.11], [0.05, -0.15, -0.13], [-0.18, 0.07, 0.11], [0.17, -0.17, -0.14], [-0.06, 0.01, 0.01], [-0.09, 0.08, 0.01], [-0.05, -0.02, -0.01], [0.05, 0.06, -0.02], [0.00, -0.02, 0.02], [-0.02, -0.02, -0.02], [0.02, 0.02, -0.02], [0.00, 0.00, 0.02], [-0.05, -0.01, 0.03], [0.11, -0.04, -0.04], [-0.01, -0.01, 0.01], [-0.03, 0.04, -0.03], [0.07, -0.02, 0.03], [-0.08, -0.04, 0.00], [-0.01, 0.16, 0.08], [-0.13, -0.14, -0.02], [0.01, 0.02, 0.04], [0.00, 0.01, 0.02], [0.00, -0.02, 0.00], [0.06, -0.02, 0.04], [0.02, -0.03, 0.01], [0.01, 0.01, 0.00], [0.00, 0.00, 0.00], [0.00, 0.00, 0.00], [0.00, 0.00, -0.01], [-0.02, -0.05, -0.06], [0.00, -0.01, -0.01], [-0.01, 0.00, 0.00], [-0.01, 0.01, 0.00], [0.00, 0.01, 0.01], [0.03, -0.04, 0.00], [-0.02, 0.03, -0.01], [-0.02, 0.02, -0.01], [-0.01, 0.00, -0.05], [-0.08, 0.03, 0.15], [0.02, 0.02, -0.06], [-0.03, 0.02, -0.02], [0.00, 0.01, 0.00], [-0.01, 0.01, -0.01], [-0.01, 0.01, 0.01], [0.00, 0.01, -0.01], [0.02, -0.01, 0.03], [0.01, -0.01, 0.02], [0.00, 0.00, 0.00], [-0.32, -0.06, 0.22], [0.17, 0.12, -0.46], [0.00, 0.00, 0.02], [0.01, -0.03, 0.04], [-0.01, -0.04, 0.01], [-0.13, -0.02, 0.12], [-0.01, -0.10, 0.07], [-0.13, -0.01, -0.02], [0.09, 0.05, 0.15], [0.18, -0.10, -0.16], [0.03, 0.05, 0.13], [0.06, -0.04, 0.09], [0.02, -0.13, -0.11], [0.02, -0.03, -0.02], [-0.11, 0.05, -0.10], [-0.16, 0.25, 0.05], [0.09, -0.14, -0.02], [-0.03, -0.02, -0.01], [-0.12, 0.10, 0.03], [-0.03, 0.02, -0.02], [0.00, 0.00, -0.02], [0.00, 0.01, 0.02], [0.00, 0.01, 0.02], [-0.01, 0.00, 0.01], [0.01, 0.01, 0.04], [-0.01, 0.00, 0.01], [-0.03, 0.02, 0.00], [0.01, -0.04, -0.01], [0.01, 0.04, 0.01], [-0.06, -0.03, -0.13], [0.09, 0.12, 0.12], [0.08, -0.03, -0.02], [-0.02, 0.03, 0.01], [-0.15, 0.11, -0.19], [-0.02, -0.22, 0.03], [0.00, -0.01, 0.00], [0.00, -0.01, 0.07], [0.01, 0.01, 0.01], [0.01, 0.01, 0.01]], "mulliken_spin": [0.00, 0.00, 0.01, -0.03, -0.01, -0.03, 0.86, 0.16, 0.01, 0.01, -0.01, 0.00, 0.00, 0.00, -0.01, 0.00, 0.00, 0.00, 0.00, 0.00, 0.00, 0.01, 0.00, 0.00, 0.00, 0.00, 0.00, 0.00, 0.00, 0.00, 0.00, 0.00, 0.00, 0.00, 0.00, 0.00, 0.00, 0.00, 0.00, 0.00, 0.01, 0.01, 0.00, 0.00, 0.00, 0.00, 0.00, -0.01, 0.00, 0.00, 0.01, 0.00, 0.00, 0.00, 0.00, 0.00, 0.00, 0.00, 0.00, 0.00, 0.00, 0.00, 0.00, 0.00, 0.00, 0.00, 0.00, 0.00, 0.00, 0.00, 0.00, 0.00, 0.00, 0.00, 0.00, 0.00, 0.00, 0.00, 0.00, 0.00, 0.00, 0.00, 0.00, 0.00, 0.00, 0.00, 0.00, 0.00, 0.00]}



2.
{"formula": "C39H31F10N4OPS2Sc", "method": "ωB97M-V/def2-TZVPD", "orbital_gap_ev": [6.8, 6.4], "homo_ha": [-0.110, -0.110], "spin_multiplicity": 2, "s2": 0.796, "charge": -2, "symbols": ["Sc", "C", "C", "N", "N", "C", "S", "S", "C", "C", "C", "C", "C", "C", "C", "C", "C", "C", "C", "C", "C", "O", "H", "H", "H", "H", "H", "H", "H", "H", "H", "H", "H", "H", "H", "H", "C", "C", "C", "C", "N", "C", "C", "H", "H", "H", "H", "H", "H", "H", "F", "P", "F", "F", "F", "F", "F", "F", "C", "C", "C", "C", "C", "C", "C", "C", "N", "H", "H", "H", "H", "H", "H", "F", "C", "F", "F", "C", "C", "C", "C", "C", "C", "C", "C", "H", "H", "H", "H"], "xyz": [[-0.342, 2.083, 0.195], [-3.106, -0.985, 2.275], [-2.679, 0.126, 1.359], [-1.434, 0.222, 1.009], [-0.562, -0.747, 1.517], [-0.544, -1.901, 0.949], [-1.493, -2.555, -0.310], [0.862, -2.820, 1.657], [0.499, -4.555, 1.273], [1.374, -5.131, 0.195], [2.587, -5.743, 0.497], [3.377, -6.296, -0.503], [2.956, -6.251, -1.824], [1.749, -5.638, -2.136], [0.968, -5.076, -1.138], [-3.697, 1.071, 0.867], [-5.034, 0.951, 1.283], [-6.042, 1.764, 0.813], [-5.734, 2.746, -0.131], [-4.446, 2.888, -0.577], [-3.394, 2.075, -0.093], [-2.200, 2.284, -0.554], [-3.357, -1.866, 1.680], [-3.955, -0.713, 2.892], [-2.277, -1.257, 2.925], [-0.544, -4.558, 0.946], [0.595, -5.136, 2.190], [2.913, -5.790, 1.531], [4.319, -6.766, -0.248], [3.568, -6.685, -2.607], [1.415, -5.595, -3.167], [0.033, -4.577, -1.368], [-5.305, 0.188, 1.997], [-7.055, 1.636, 1.174], [-6.511, 3.402, -0.510], [-4.172, 3.649, -1.297], [3.962, -2.546, -1.748], [2.976, -1.515, -1.283], [1.727, -1.382, -1.873], [0.861, -0.399, -1.421], [1.170, 0.422, -0.419], [2.354, 0.282, 0.173], [3.282, -0.655, -0.235], [3.493, -3.258, -2.424], [4.365, -3.104, -0.901], [4.799, -2.075, -2.269], [1.409, -2.045, -2.667], [-0.110, -0.262, -1.880], [2.536, 0.968, 0.992], [4.233, -0.725, 0.279], [-1.532, 2.962, 2.155], [-1.424, 4.633, 2.164], [-0.628, 4.474, 0.737], [-0.038, 4.521, 2.963], [-2.812, 4.711, 1.367], [-2.223, 4.669, 3.564], [-1.281, 6.231, 2.110], [1.066, 2.426, 1.456], [0.339, 1.149, 3.944], [-0.720, 0.535, 4.602], [-1.908, 1.262, 4.899], [-2.949, 0.665, 5.564], [-2.856, -0.680, 5.960], [-1.704, -1.425, 5.651], [-0.663, -0.834, 4.982], [-3.930, -1.297, 6.670], [-4.789, -1.796, 7.256], [1.217, 0.582, 3.667], [0.287, 2.180, 3.624], [-1.982, 2.292, 4.570], [-3.852, 1.223, 5.779], [-1.656, -2.470, 5.928], [0.206, -1.415, 4.702], [4.637, 1.928, -8.162], [3.963, 3.056, -7.867], [4.876, 4.058, -7.879], [3.152, 3.303, -8.924], [3.218, 2.977, -6.581], [3.242, 1.828, -5.799], [2.548, 1.792, -4.603], [1.806, 2.898, -4.161], [1.793, 4.045, -4.969], [2.488, 4.084, -6.160], [1.110, 2.841, -2.922], [0.529, 2.685, -1.858], [3.810, 0.965, -6.120], [2.573, 0.904, -3.984], [1.228, 4.905, -4.635], [2.470, 4.980, -6.770]], "atomic_forces_ev_per_a": [[0.22, 0.27, 0.08], [0.01, -0.06, 0.03], [0.00, 0.05, 0.01], [-0.15, -0.09, 0.13], [0.08, 0.06, 0.07], [0.10, -0.14, -0.16], [-0.09, 0.00, 0.09], [-0.02, 0.03, 0.17], [-0.07, 0.09, -0.17], [-0.04, -0.05, -0.03], [-0.02, 0.01, 0.01], [0.01, -0.01, 0.00], [0.03, 0.00, -0.01], [0.02, 0.02, -0.01], [-0.01, -0.03, -0.01], [0.00, 0.06, -0.10], [0.02, -0.05, 0.02], [-0.02, 0.01, 0.00], [-0.01, -0.01, -0.01], [0.03, -0.04, -0.02], [-0.08, 0.02, -0.03], [0.05, -0.07, 0.07], [-0.03, 0.01, -0.01], [-0.01, 0.04, 0.03], [-0.02, -0.01, -0.03], [0.02, -0.04, 0.03], [0.02, 0.05, 0.04], [0.01, 0.00, 0.01], [0.00, 0.00, 0.00], [0.00, 0.00, 0.00], [0.00, 0.00, 0.00], [0.04, 0.01, 0.00], [0.02, -0.01, 0.00], [0.00, 0.00, 0.00], [0.00, 0.00, 0.00], [0.00, 0.01, 0.01], [0.00, -0.03, 0.00], [-0.04, 0.00, -0.05], [0.02, 0.02, 0.01], [0.14, 0.00, -0.05], [-0.23, -0.31, -0.17], [0.08, 0.09, 0.09], [0.02, 0.02, 0.00], [-0.01, -0.04, -0.02], [-0.01, -0.01, 0.01], [0.00, 0.00, 0.02], [0.02, -0.01, 0.01], [0.00, -0.02, 0.03], [0.02, -0.03, -0.03], [0.00, -0.01, 0.00], [-0.04, 0.20, 0.00], [-0.17, -0.14, 0.04], [0.08, 0.01, -0.12], [0.01, 0.00, -0.01], [0.04, -0.02, 0.01], [-0.01, -0.01, 0.03], [0.01, -0.02, -0.01], [-0.02, -0.07, -0.09], [0.05, 0.06, -0.02], [-0.03, 0.04, 0.02], [0.01, -0.02, 0.00], [0.04, -0.04, -0.01], [0.04, 0.03, -0.03], [0.01, 0.04, 0.01], [-0.03, 0.00, 0.01], [-0.08, -0.05, 0.05], [0.01, 0.01, -0.01], [-0.02, -0.03, 0.01], [0.03, -0.03, 0.02], [-0.01, -0.01, 0.01], [-0.01, 0.00, 0.00], [-0.01, 0.00, 0.01], [0.01, 0.00, 0.00], [0.02, -0.05, -0.01], [0.00, 0.02, -0.03], [0.03, 0.03, 0.01], [-0.03, 0.01, -0.04], [-0.01, -0.05, 0.05], [0.02, 0.04, 0.00], [-0.02, 0.02, 0.00], [0.10, -0.03, 0.01], [-0.03, 0.01, 0.02], [0.01, 0.01, -0.01], [-0.08, -0.07, -0.03], [-0.03, 0.27, 0.08], [0.00, 0.00, -0.01], [-0.02, 0.01, 0.00], [0.00, 0.00, 0.00], [0.00, 0.00, 0.00]], "mulliken_spin": [-0.02, 0.00, 0.00, -0.02, -0.01, 0.02, 0.00, 0.00, 0.00, 0.00, 0.00, 0.00, 0.00, 0.00, 0.00, 0.01, -0.01, 0.00, 0.00, 0.00, 0.00, 0.00, 0.00, 0.00, 0.01, 0.00, 0.00, 0.00, 0.00, 0.00, 0.00, 0.00, 0.00, 0.00, 0.00, 0.00, 0.00, 0.00, 0.00, 0.00, 0.00, 0.00, 0.00, 0.00, 0.00, 0.00, 0.00, 0.00, 0.00, 0.00, 0.02, 0.00, 0.00, 0.00, 0.00, 0.00, 0.00, 0.01, 0.43, 0.03, 0.16, -0.06, 0.20, -0.07, 0.16, -0.03, 0.09, -0.02, 0.10, 0.02, 0.00, 0.00, 0.01, 0.00, 0.00, 0.00, 0.00, 0.00, 0.00, 0.00, 0.00, 0.00, 0.00, 0.00, 0.00, 0.00, 0.00, 0.00, 0.00]}



What are the energy values for these records? In order: -127799.0418 -127801.5810 eV.
What are the relative energy (zero: lowest compared OMol25 entry of this formula, charge and spin) values for these records? In order: 62.66 4.10 kcal per mole.